C28H29N9O6OsS3 | ωB97M-V/def2-TZVPD

Values from the calculation:
Lowest unoccupied orbital energy in eV: -2.422
Orbital gap in eV: 5.096
Highest occupied orbital energy in Eh: -0.2763
Total energy in eV: -90173.35793
Relative energy (zero: lowest compared OMol25 entry of this formula, charge and spin) in kJ/mol: 29.4

Each line ends with the Löwdin charge.
Element x y z (Å)
Os1 -0.757 -1.940 0.413  1.1472
O1 0.360 2.705 -6.796  -0.3613
S1 1.804 2.509 -6.637  0.4352
O2 2.146 1.105 -6.442  -0.3613
O3 2.650 3.251 -7.523  -0.3040
C1 2.007 3.239 -4.985  -0.3346
N1 2.222 4.546 -4.859  0.1455
C2 2.204 5.030 -3.625  -0.0895
C3 1.937 4.248 -2.505  0.0176
C4 1.728 2.906 -2.755  -0.2363
N2 1.785 2.401 -3.984  0.1559
C5 1.336 1.881 -1.758  -0.1227
C6 0.515 2.129 -0.670  0.0269
C7 -0.027 1.063 0.028  -0.0880
N3 0.220 -0.210 -0.298  -0.1436
C8 1.117 -0.446 -1.278  -0.1495
C9 1.687 0.554 -2.017  0.0213
H1 2.399 6.092 -3.521  0.1178
H2 1.916 4.673 -1.511  0.1140
H3 0.226 3.135 -0.397  0.1283
H4 -0.713 1.238 0.844  0.1063
H5 1.335 -1.487 -1.473  0.0982
H6 2.350 0.326 -2.840  0.1337
O4 -1.034 0.198 10.045  -0.3488
S2 -0.292 1.114 9.201  0.3876
O5 0.803 0.520 8.461  -0.3719
O6 -0.025 2.418 9.763  -0.3474
C10 -1.525 1.462 7.902  -0.3200
N4 -2.562 2.261 8.186  0.1418
C11 -3.439 2.468 7.222  -0.1062
C12 -3.325 1.904 5.953  0.0052
C13 -2.225 1.087 5.769  -0.2342
N5 -1.340 0.869 6.732  0.1490
C14 -1.897 0.386 4.501  -0.0942
C15 -2.670 0.461 3.344  0.0209
C16 -2.273 -0.218 2.216  -0.1425
N6 -1.144 -0.951 2.184  -0.1672
C17 -0.396 -1.040 3.299  -0.0825
C18 -0.740 -0.393 4.460  0.0454
H7 -4.277 3.116 7.460  0.1125
H8 -4.059 2.105 5.186  0.0988
H9 -3.585 1.036 3.310  0.1181
H10 -2.859 -0.192 1.304  0.1120
H11 0.500 -1.641 3.232  0.1038
H12 -0.129 -0.464 5.352  0.1334
C19 1.211 -5.179 -0.294  -0.0420
C20 1.103 -4.295 0.948  -0.7045
C21 2.338 -3.410 1.100  -0.0413
C22 0.863 -5.136 2.201  -0.0361
N7 -0.076 -3.448 0.794  -0.1903
H13 2.053 -5.863 -0.187  0.0945
H14 1.375 -4.570 -1.185  0.0746
H15 0.303 -5.765 -0.431  0.0892
H16 3.221 -4.031 1.249  0.0980
H17 2.240 -2.749 1.962  0.0746
H18 2.495 -2.802 0.208  0.0669
H19 1.703 -5.816 2.345  0.0964
H20 -0.050 -5.723 2.103  0.0899
H21 0.776 -4.504 3.085  0.0838
C23 0.713 -1.664 -5.833  0.0178
C24 -0.144 -0.939 -4.858  -0.2054
C25 -0.508 0.381 -4.978  0.0683
C26 -1.263 0.960 -3.962  -0.2423
N8 -1.672 0.254 -2.883  0.1418
C27 -1.348 -1.007 -2.807  -0.7159
S3 -1.977 -2.031 -1.492  0.5782
N9 -0.599 -1.603 -3.766  0.1323
C28 -1.649 2.395 -4.026  0.0092
H22 1.183 -0.939 -6.495  0.0754
H23 0.111 -2.368 -6.412  0.1047
H24 1.493 -2.226 -5.315  0.0992
H25 -0.176 0.971 -5.826  0.0909
H26 -0.380 -2.585 -3.651  0.1549
H27 -1.147 2.894 -4.853  0.0767
H28 -1.416 2.880 -3.076  0.0862
H29 -2.731 2.464 -4.160  0.1038

---

C28H30BiF6NO7PS7 | ωB97M-V/def2-TZVPD

Values from the calculation:
Lowest unoccupied orbital energy in eV: -3.978
Orbital gap in eV: 7.487
Highest occupied orbital energy in Eh: -0.4213
Total energy in eV: -152619.75240
Total charge: +1
Relative energy (zero: lowest compared OMol25 entry of this formula, charge and spin) in kJ/mol: 0.0

Each line ends with the Löwdin charge.
Element x y z (Å)
Bi1 0.146 0.239 0.871  1.7076
C1 -2.716 2.180 -1.739  -0.5001
C2 -1.602 3.226 -1.912  -0.5394
S1 -1.634 4.671 -0.819  0.8994
C3 -0.531 4.253 0.564  -0.5445
C4 -1.241 3.826 1.837  -0.4953
S2 -2.222 2.349 1.486  0.8398
C5 -2.451 1.628 3.125  -0.4798
C6 -2.970 0.189 3.053  -0.4633
S3 -2.446 -0.834 1.632  0.8262
C7 -3.755 -0.330 0.462  -0.4963
C8 -3.355 -0.490 -0.982  -0.4907
S4 -1.969 0.538 -1.520  0.8005
H1 -3.343 2.128 -2.628  0.0851
H2 -3.346 2.421 -0.885  0.0306
H3 -1.671 3.662 -2.908  0.0741
H4 -0.609 2.775 -1.858  0.0375
H5 0.045 5.154 0.774  0.0792
H6 0.189 3.501 0.227  0.0634
H7 -1.904 4.620 2.180  0.0925
H8 -0.522 3.588 2.620  0.0596
H9 -3.158 2.227 3.699  0.1019
H10 -1.494 1.656 3.625  0.0311
H11 -4.059 0.161 3.018  0.0901
H12 -2.650 -0.355 3.939  0.0845
H13 -4.037 0.697 0.682  0.0493
H14 -4.609 -0.975 0.675  0.0976
H15 -4.207 -0.278 -1.629  0.1038
H16 -3.051 -1.519 -1.181  0.0463
O1 2.460 0.248 0.022  -0.4721
S5 2.859 -0.954 0.794  0.5018
O2 4.005 -0.854 1.620  -0.2055
O3 1.575 -1.336 1.523  -0.5305
C9 3.057 -2.289 -0.331  -0.2659
C10 4.208 -3.052 -0.247  -0.0203
C11 4.330 -4.176 -1.053  -0.0335
C12 3.298 -4.532 -1.906  -0.0402
C13 2.148 -3.757 -1.980  -0.0657
C14 2.017 -2.612 -1.202  -0.3020
P1 0.580 -1.506 -1.434  1.0047
C15 -0.774 -2.639 -1.834  -0.4087
C16 -1.139 -3.542 -0.832  -0.1032
C17 -2.224 -4.383 -1.015  -0.0608
C18 -2.951 -4.330 -2.198  -0.0620
C19 -2.594 -3.433 -3.194  -0.0617
C20 -1.510 -2.583 -3.014  -0.1060
C21 1.031 -0.579 -2.928  -0.3577
C22 1.288 0.785 -2.825  -0.1213
C23 1.683 1.513 -3.935  -0.0550
C24 1.829 0.880 -5.160  -0.0556
C25 1.594 -0.484 -5.269  -0.0552
C26 1.204 -1.213 -4.158  -0.0868
H17 4.980 -2.770 0.454  0.1240
H18 5.225 -4.780 -0.999  0.1191
H19 3.384 -5.418 -2.519  0.1168
H20 1.344 -4.055 -2.642  0.1097
H21 -0.569 -3.588 0.090  0.1179
H22 -2.499 -5.082 -0.236  0.1146
H23 -3.794 -4.992 -2.343  0.1130
H24 -3.159 -3.391 -4.116  0.1147
H25 -1.258 -1.866 -3.783  0.1019
H26 1.223 1.283 -1.865  0.0688
H27 1.892 2.570 -3.839  0.1156
H28 2.139 1.445 -6.028  0.1137
H29 1.723 -0.984 -6.219  0.1137
H30 1.041 -2.279 -4.255  0.1045
F1 1.592 1.189 6.347  0.1790
C27 0.551 0.834 5.622  -0.6737
F2 -0.092 -0.167 6.215  0.1601
F3 -0.289 1.866 5.511  0.1326
S6 1.129 0.230 3.967  0.5928
O4 -0.102 -0.278 3.341  -0.4855
O5 2.160 -0.690 4.283  -0.2079
N1 1.452 1.462 3.027  -0.3549
S7 2.868 2.278 3.005  0.6043
O6 3.126 2.597 1.640  -0.2630
O7 3.844 1.715 3.872  -0.2264
C28 2.405 3.894 3.769  -0.6740
F4 3.506 4.607 3.940  0.1707
F5 1.573 4.569 2.966  0.1250
F6 1.806 3.720 4.944  0.1455